The following is a DFT calculation (ωB97M-V with the def2-TZVPD basis set) of 2 unconnected molecules or ions with the total composition C30H41N4O.

Calculated values
net charge = +1
relative energy (zero: lowest compared OMol25 entry of this formula, charge and spin) = 2.258 eV

Structure (XYZ):
```
76
Properties=species:S:1:pos:R:3:mulliken_charge:R:1
C -7.591 -2.129 4.236 -1.15
N -7.082 -1.154 3.276 0.11
C -8.003 -0.825 2.190 -1.02
C -5.707 -0.801 3.214 0.07
C -5.312 0.539 3.090 -0.40
C -3.986 0.875 3.037 -0.97
C -2.987 -0.112 3.081 0.65
C -1.615 0.271 3.070 0.07
C -0.570 -0.602 3.141 -0.93
C 0.787 -0.223 3.167 0.42
C 1.810 -1.274 3.148 -0.07
C 1.727 -2.374 2.273 -0.77
C 2.687 -3.350 2.287 -0.33
C 3.756 -3.295 3.194 -0.24
N 4.769 -4.309 3.192 0.30
C 5.994 -4.186 2.403 -1.02
C 4.658 -5.528 3.990 -1.01
C 3.832 -2.209 4.078 -0.29
C 2.894 -1.214 4.044 -0.67
C 1.206 1.185 3.207 0.20
C 0.676 2.104 4.130 -0.76
C 1.091 3.408 4.138 -0.34
C 2.039 3.867 3.211 -0.34
N 2.463 5.237 3.214 0.31
C 3.603 5.706 4.004 -1.02
C 1.796 6.258 2.409 -1.03
C 2.580 2.952 2.297 -0.39
C 2.181 1.644 2.303 -0.56
C -3.387 -1.457 3.180 -1.01
C -4.713 -1.787 3.261 -0.32
H -6.852 -2.336 5.006 0.37
H -8.481 -1.730 4.718 0.35
H -7.851 -3.061 3.738 0.38
H -7.510 -0.217 1.436 0.35
H -8.356 -1.738 1.714 0.30
H -8.859 -0.279 2.579 0.33
H -6.071 1.301 3.097 0.51
H -3.698 1.910 2.973 0.44
H -1.402 1.325 3.024 0.57
H -0.763 -1.659 3.184 0.77
H 0.914 -2.424 1.567 0.52
H 2.652 -4.167 1.586 0.48
H 5.999 -3.250 1.847 0.29
H 6.863 -4.206 3.058 0.33
H 6.064 -5.011 1.697 0.34
H 3.724 -5.532 4.547 0.29
H 4.682 -6.399 3.337 0.32
H 5.487 -5.586 4.693 0.33
H 4.640 -2.184 4.790 0.48
H 2.952 -0.389 4.735 0.52
H -0.046 1.761 4.851 0.70
H 0.712 4.100 4.870 0.49
H 4.053 4.885 4.559 0.30
H 4.359 6.136 3.349 0.34
H 3.278 6.467 4.711 0.32
H 0.969 5.819 1.854 0.29
H 1.408 7.042 3.057 0.33
H 2.502 6.694 1.703 0.33
H 3.306 3.305 1.585 0.54
H 2.598 0.948 1.595 0.63
H -2.645 -2.235 3.188 0.42
H -5.014 -2.817 3.344 0.52
C 1.070 2.510 -2.531 -1.42
C -0.326 1.961 -2.259 0.39
O -0.745 1.057 -3.273 -0.57
C -0.391 1.269 -0.893 -0.16
N -1.719 0.771 -0.604 -0.60
H 1.349 3.259 -1.787 0.34
H 1.808 1.708 -2.491 0.36
H 1.127 2.971 -3.518 0.36
H -1.049 2.796 -2.278 0.23
H -1.553 0.582 -2.967 0.37
H 0.306 0.423 -0.897 0.25
H -0.051 1.958 -0.111 0.10
H -1.773 0.455 0.357 0.11
H -2.401 1.513 -0.703 0.26
```

The following is a DFT calculation (ωB97M-V with the def2-TZVPD basis set) of a molecular structure, C25H60GaN12.

Calculated values
net charge = +3
relative energy (zero: lowest compared OMol25 entry of this formula, charge and spin) = 0.000 eV

Structure (XYZ):
```
98
Properties=species:S:1:pos:R:3:mulliken_charge:R:1
Ga 0.415 -0.677 0.090 -1.62
C -2.378 -2.866 2.738 -0.84
N -1.082 -3.534 2.696 0.17
C -0.961 -4.689 3.594 -1.15
C -0.055 -3.064 1.973 0.27
N 0.104 -1.747 1.754 0.60
C -0.247 -0.867 2.881 -0.59
C 0.861 0.151 3.014 -1.58
N 0.902 0.981 1.786 0.79
C 0.059 2.177 2.045 -1.60
C -0.284 3.056 0.842 -0.62
N -1.596 2.740 0.294 1.01
C -2.594 3.625 0.130 0.94
N -3.856 3.205 0.259 0.05
C -4.959 3.787 -0.512 -1.23
C -4.193 2.008 1.021 -0.99
N -2.326 4.905 -0.159 0.09
C -3.172 6.009 0.301 -1.15
C -1.196 5.296 -0.998 -0.96
C 2.289 1.396 1.507 -1.78
C 3.035 0.272 0.808 -0.79
N 2.244 -0.134 -0.360 1.60
C 2.850 -0.151 -1.562 0.12
N 4.091 -0.624 -1.721 0.14
C 4.665 -1.629 -0.833 -1.34
C 5.021 -0.091 -2.723 -1.16
N 2.192 0.348 -2.629 0.39
C 2.403 -0.127 -3.996 -1.45
C 1.391 1.565 -2.482 -1.14
N 0.835 -3.953 1.470 0.28
C 2.263 -3.670 1.415 -0.96
C 0.476 -5.332 1.134 -1.22
H -3.158 -3.621 2.648 0.44
H -2.468 -2.172 1.905 0.02
H -2.526 -2.330 3.677 0.38
H -1.382 -4.412 4.559 0.41
H 0.084 -4.946 3.741 0.37
H -1.505 -5.554 3.217 0.39
H -0.332 -1.440 3.804 0.98
H -1.204 -0.359 2.718 0.14
H 1.809 -0.376 3.127 0.35
H 0.730 0.778 3.900 0.36
H 0.575 2.787 2.796 0.29
H -0.872 1.841 2.501 0.52
H 0.482 2.973 0.067 0.02
H -0.293 4.093 1.168 0.62
H -5.634 4.357 0.126 0.38
H -5.519 2.976 -0.975 0.40
H -4.572 4.428 -1.298 0.43
H -3.470 1.852 1.819 0.29
H -4.232 1.123 0.381 0.23
H -5.174 2.150 1.470 0.43
H -3.853 5.664 1.074 0.38
H -3.739 6.449 -0.519 0.39
H -2.528 6.777 0.727 0.40
H -0.755 4.420 -1.467 0.16
H -0.436 5.830 -0.425 0.37
H -1.558 5.961 -1.782 0.40
H 2.800 1.694 2.429 0.29
H 2.273 2.263 0.846 0.53
H 3.209 -0.562 1.493 0.21
H 4.013 0.640 0.501 1.00
H 3.880 -2.106 -0.252 0.26
H 5.398 -1.192 -0.153 0.40
H 5.170 -2.382 -1.438 0.41
H 4.669 0.865 -3.096 0.38
H 5.161 -0.783 -3.553 0.39
H 5.984 0.065 -2.239 0.41
H 3.011 0.564 -4.580 0.39
H 1.435 -0.224 -4.486 0.47
H 2.884 -1.102 -3.983 0.46
H 1.805 2.182 -1.687 0.41
H 0.341 1.365 -2.270 0.09
H 1.451 2.125 -3.414 0.53
H 2.445 -2.625 1.650 0.05
H 2.654 -3.905 0.422 0.33
H 2.797 -4.297 2.132 0.56
H 0.848 -6.042 1.874 0.43
H 0.929 -5.583 0.173 0.39
H -0.602 -5.433 1.048 0.39
N -1.329 -0.091 -0.344 1.21
C -1.926 0.197 -1.656 -1.29
C -1.470 -0.629 -2.856 0.21
C -1.424 -2.148 -2.657 -0.98
C -0.017 -2.696 -2.504 -0.63
N 0.571 -2.464 -1.148 -0.52
H -1.931 -0.749 0.140 0.01
H -1.778 1.735 0.193 -0.44
H -1.766 1.253 -1.902 0.18
H -3.010 0.088 -1.556 0.42
H -0.482 -0.291 -3.182 -0.43
H -2.144 -0.387 -3.679 0.66
H -1.855 -2.638 -3.530 0.52
H -2.044 -2.460 -1.809 0.30
H 0.641 -2.225 -3.234 0.31
H -0.005 -3.768 -2.704 0.54
H 1.561 -2.694 -1.197 0.21
H 0.185 -3.171 -0.528 0.11
```

The following is a DFT calculation (ωB97M-V with the def2-TZVPD basis set) of a single C11H9NO3 molecule.

Calculated values
SMILES = CC(/C=C1/Oc2ccccc2C1=O)=N/O
relative energy (zero: lowest compared OMol25 entry of this formula, charge and spin) = 2.545 eV

Structure (XYZ):
```
24
Properties=species:S:1:pos:R:3:mulliken_charge:R:1
C -3.616 0.893 -1.274 -1.40
C -2.719 0.041 -0.452 0.83
C -1.530 0.819 -0.115 -0.45
C -0.246 0.376 0.037 0.33
O 0.759 1.160 0.393 -0.43
C 1.945 0.557 0.185 0.42
C 3.169 1.091 0.195 -0.71
C 4.286 0.298 -0.146 -0.29
C 4.122 -1.059 -0.446 -0.54
C 2.869 -1.638 -0.438 -0.65
C 1.781 -0.815 -0.050 0.28
C 0.281 -1.028 -0.239 0.66
O -0.400 -2.010 -0.543 -0.61
N -3.201 -1.048 -0.027 -0.50
O -2.533 -1.743 0.940 -0.35
H -3.900 1.661 -0.596 0.38
H -4.565 0.455 -1.304 0.46
H -3.165 1.080 -2.189 0.33
H -1.817 1.833 0.275 0.30
H 3.372 2.232 0.288 0.27
H 5.257 0.788 -0.153 0.36
H 4.968 -1.634 -0.745 0.41
H 2.811 -2.566 -0.838 0.53
H -3.275 -2.326 1.309 0.38
```

The following is a DFT calculation (ωB97M-V with the def2-TZVPD basis set) of 8 unconnected molecules or ions with the total composition C40H95ClN5O14.

Calculated values
net charge = -1

Structure (XYZ):
```
155
Properties=species:S:1:pos:R:3:mulliken_charge:R:1
Cl -0.647 0.501 0.466 0.90
O -1.288 1.053 1.619 -0.81
O 0.163 -0.624 0.976 -0.47
O -1.597 0.055 -0.574 -0.09
O 0.257 1.477 -0.105 -0.24
C 0.635 -2.273 -5.798 -1.42
C -0.731 -2.076 -6.578 2.04
C -1.906 -3.030 -6.162 -1.36
C -2.380 -2.630 -4.829 0.30
C -2.879 -1.216 -4.872 -1.47
C -1.892 -0.200 -5.310 2.01
N -1.250 -0.668 -6.528 0.02
O -0.193 0.170 -6.905 -0.51
C -2.529 1.161 -5.626 -2.02
C -0.875 0.031 -4.083 -1.31
C -0.431 -2.247 -8.092 -2.05
H 0.583 -1.791 -4.822 -0.19
H 1.427 -1.737 -6.366 0.52
H 0.893 -3.343 -5.780 0.42
H -2.687 -2.919 -6.871 0.39
H -1.551 -4.078 -6.120 0.42
H -1.535 -2.748 -4.201 -0.34
H -3.220 -3.198 -4.544 0.47
H -3.301 -0.937 -3.925 0.30
H -3.762 -1.207 -5.515 0.38
H -1.699 1.765 -5.968 0.44
H -3.337 1.144 -6.342 0.43
H -2.875 1.604 -4.696 0.37
H 0.010 0.531 -4.468 0.27
H -1.362 0.730 -3.385 0.54
H -0.633 -0.958 -3.563 -0.20
H 0.425 -1.618 -8.420 0.32
H -1.364 -1.889 -8.637 0.45
H -0.347 -3.286 -8.417 0.37
H 0.535 0.109 -6.233 0.39
C 0.702 3.709 2.495 -1.25
C 0.068 5.041 2.447 2.46
C 1.039 6.114 2.900 -1.32
C 2.006 6.765 1.846 -0.81
C 1.262 7.123 0.565 -1.45
C 0.425 5.936 0.041 1.77
N -0.377 5.410 1.078 0.04
O -1.187 4.358 0.600 -0.48
C -0.510 6.431 -1.014 -1.94
C 1.475 4.928 -0.654 -1.80
C -1.214 5.130 3.281 -2.22
H 0.025 2.892 2.288 -0.03
H 1.148 3.612 3.494 0.48
H 1.451 3.597 1.675 0.03
H 0.590 6.970 3.393 0.53
H 1.739 5.679 3.582 0.26
H 2.840 6.049 1.723 0.30
H 2.531 7.636 2.265 0.45
H 1.846 7.442 -0.253 0.54
H 0.623 7.958 0.819 0.40
H -1.354 5.751 -1.192 0.36
H -0.962 7.389 -0.770 0.40
H -0.057 6.611 -2.010 0.36
H 1.840 5.416 -1.565 0.53
H 2.297 4.796 0.026 0.36
H 1.109 4.019 -1.071 0.33
H -1.784 6.003 3.088 0.53
H -0.931 5.085 4.325 0.48
H -1.891 4.272 3.093 0.22
H -0.614 3.585 0.481 0.33
C -4.552 -2.570 -0.901 -0.77
C -4.508 -1.230 -0.207 0.58
O -4.352 -0.155 -1.109 -0.64
H -4.775 -3.379 -0.214 0.39
H -3.614 -2.846 -1.341 0.13
H -5.233 -2.622 -1.781 0.25
H -3.696 -1.192 0.574 -0.35
H -5.374 -1.127 0.437 0.26
H -3.501 0.322 -1.011 0.39
C 5.025 1.870 -0.456 -1.47
C 3.614 1.503 -0.769 0.99
O 3.286 0.184 -0.219 -0.48
H 5.749 1.160 -0.773 0.38
H 5.034 2.101 0.622 0.29
H 5.343 2.863 -0.884 0.37
H 3.547 1.456 -1.892 0.19
H 2.878 2.133 -0.312 -0.54
H 2.351 0.243 -0.164 0.04
C -0.620 -5.671 3.863 -0.82
O -1.650 -4.730 3.791 -0.40
C -1.236 -3.594 2.924 -0.58
C -1.977 -2.374 3.443 0.32
N -3.327 -2.528 2.965 -0.25
C -4.259 -1.356 3.248 -0.72
C -4.604 -1.071 4.739 -0.42
O -5.357 -2.195 5.325 -0.42
C -4.889 -2.569 6.683 -0.57
H 0.348 -5.235 4.088 0.31
H -0.592 -6.274 2.982 0.32
H -0.734 -6.399 4.706 0.27
H -1.554 -3.763 1.908 0.39
H -0.146 -3.367 3.024 0.37
H -1.512 -1.420 3.204 -0.17
H -1.886 -2.445 4.558 0.23
H -3.824 -3.188 3.635 0.32
H -5.226 -1.590 2.787 0.23
H -3.854 -0.449 2.879 0.35
H -5.171 -0.150 4.794 0.52
H -3.723 -0.793 5.371 0.06
H -5.786 -2.674 7.258 0.25
H -4.186 -1.840 7.072 0.29
H -4.447 -3.531 6.602 0.22
C -1.075 -3.167 -1.176 0.01
O 0.117 -2.804 -1.906 -0.11
C 1.341 -3.230 -1.268 -0.17
C 2.466 -2.758 -2.112 -0.56
N 2.783 -3.664 -3.190 -0.09
C 4.042 -3.231 -3.798 -0.63
C 4.337 -4.102 -5.037 -0.37
O 5.674 -3.932 -5.461 -0.31
C 6.066 -4.733 -6.504 -0.73
H -1.865 -2.698 -1.747 -0.66
H -1.115 -2.712 -0.153 -0.29
H -1.177 -4.263 -1.212 0.56
H 1.344 -4.336 -1.181 0.14
H 1.377 -2.725 -0.309 -0.04
H 3.336 -2.518 -1.514 0.56
H 2.053 -1.773 -2.540 0.01
H 2.964 -4.574 -2.740 0.30
H 4.918 -3.327 -3.176 0.38
H 3.897 -2.178 -4.067 0.34
H 3.611 -3.899 -5.858 0.20
H 4.250 -5.084 -4.680 0.34
H 6.245 -5.783 -6.327 0.28
H 6.964 -4.292 -6.915 0.26
H 5.303 -4.674 -7.332 0.29
C 0.739 3.704 8.016 -0.66
O 0.497 2.425 7.411 -0.39
C -0.430 2.498 6.380 -0.22
C -0.383 1.240 5.521 -0.56
N 0.957 1.065 4.903 -0.10
C 0.942 -0.181 4.161 1.62
C 2.101 -0.257 3.244 -0.46
O 3.267 -0.781 3.915 -0.49
C 4.393 -0.821 3.104 -0.66
H -0.202 4.144 8.485 0.26
H 1.238 4.379 7.257 0.23
H 1.339 3.491 8.862 0.29
H -0.129 3.248 5.665 -0.16
H -1.430 2.777 6.744 0.44
H -1.123 1.327 4.745 0.33
H -0.614 0.416 6.155 0.46
H 1.697 1.076 5.676 0.25
H 0.098 -0.262 3.489 -1.29
H 0.969 -1.065 4.869 0.27
H 2.371 0.751 2.894 -0.04
H 1.939 -0.891 2.420 0.15
H 4.210 -1.529 2.307 0.27
H 5.213 -1.215 3.694 0.36
H 4.686 0.049 2.533 0.16
```

Number 1: energy -1461.69829 Ha, largest force on an atom 0.035 hartree/bohr. Number 2: energy -3569.66702 Ha, largest force on an atom 0.002 hartree/bohr. Number 3: energy -704.91674 Ha, largest force on an atom 0.091 hartree/bohr. Number 4: energy -3367.88708 Ha, largest force on an atom 0.078 hartree/bohr.